Below is a molecular structure, CH18F3NaO12S in a non-equilibrium geometry, with properties calculated with the ωB97M-V functional and the def2-TZVPD basis.

The geometry in XYZ format:
```
36
CH18F3NaO12S the ωB97M-V functional and the def2-TZVPD basis
Na 2.185 -2.310 -3.194
C 0.483 1.586 -1.361
F 0.682 1.736 -2.707
F 1.672 1.934 -0.700
F -0.518 2.380 -0.941
S -0.005 -0.304 -0.998
O -0.441 -0.259 0.409
O -1.086 -0.671 -1.943
O 1.186 -1.070 -1.279
O -1.916 -2.990 -0.528
H -1.742 -2.670 0.357
H -2.135 -2.205 -1.030
O 3.219 -1.884 0.971
H 2.408 -1.665 0.511
H 2.940 -2.441 1.697
O -3.871 1.298 -1.923
H -4.020 0.807 -2.732
H -3.170 0.822 -1.479
O -3.277 1.769 1.178
H -2.994 0.882 1.402
H -2.607 2.337 1.558
O -0.367 -1.931 2.537
H -0.398 -1.204 1.916
H -0.589 -1.537 3.380
O 2.828 1.050 1.320
H 2.555 1.306 0.438
H 3.184 0.168 1.214
O -0.512 1.269 2.931
H -0.232 0.697 2.216
H -0.606 2.131 2.526
O 0.107 -3.487 -3.411
H 0.116 -3.637 -4.357
H -0.458 -2.723 -3.295
O 2.265 3.714 2.094
H 2.414 4.225 1.298
H 2.701 2.879 1.928
```

The multiplicity is 1. For the HOMO-LUMO gap, the calculation gives 8.7 eV. For the total energy, the calculation gives -1811.9112 Eh. The largest force on an atom is 3.19 eV Å⁻¹. For the HOMO energy, the calculation gives -10.7 eV. Its LUMO energy is -1.988 eV.

Atom charges from the natural (NBO) analysis, given in e for atoms 1 to 8: 0.983, 0.754, -0.322, -0.347, -0.289, 2.321, -1.003, -0.998



Below is a molecular structure, CH18F3O16PSZr in a non-equilibrium geometry, with properties calculated with the ωB97M-V functional and the def2-TZVPD basis.

The geometry in XYZ format:
```
41
CH18F3O16PSZr the ωB97M-V functional and the def2-TZVPD basis
Zr 20.544 -15.768 -12.201
C 23.678 -18.897 -10.242
F 24.179 -17.721 -10.570
F 24.164 -19.876 -10.982
F 23.906 -19.143 -8.951
S 21.792 -18.806 -10.502
O 21.390 -20.019 -11.199
O 21.169 -18.668 -9.213
O 21.635 -17.659 -11.401
P 17.876 -16.285 -11.895
O 16.724 -15.577 -11.164
O 18.770 -15.121 -11.223
O 18.631 -15.763 -13.141
O 19.132 -17.065 -11.276
O 17.803 -20.222 -10.497
H 17.398 -20.053 -9.640
H 18.530 -19.593 -10.544
O 26.151 -20.730 -7.578
H 25.326 -20.442 -7.979
H 26.242 -20.186 -6.790
O 22.746 -15.624 -12.576
H 23.526 -15.409 -12.048
H 23.072 -15.686 -13.485
O 20.566 -20.281 -7.084
H 19.904 -20.937 -7.320
H 20.777 -19.833 -7.918
O 20.744 -22.623 -10.726
H 21.132 -21.760 -10.941
H 20.787 -22.678 -9.768
O 21.165 -15.464 -10.102
H 21.033 -16.060 -9.347
H 21.622 -14.695 -9.737
O 19.598 -20.172 -13.025
H 20.228 -20.018 -12.292
H 20.011 -20.854 -13.565
O 20.658 -17.512 -13.733
H 21.212 -18.299 -13.651
H 20.013 -17.727 -14.420
O 18.223 -16.951 -8.743
H 18.802 -17.461 -8.165
H 18.583 -17.095 -9.647
```

The multiplicity is 1. For the HOMO-LUMO gap, the calculation gives 6.0 eV. For the total energy, the calculation gives -2338.9191 Eh. The largest force on an atom is 9.16 eV Å⁻¹. For the HOMO energy, the calculation gives -8.0 eV. The calculation puts the energy above the lowest of the compared OMol25 structures with the same formula, charge and spin at 0.00 kJ/mol. Its LUMO energy is -2.033 eV.

Atom charges from the Mulliken analysis, given in e for atoms 1 to 8: 1.267, 0.537, -0.208, -0.210, -0.243, 1.222, -0.848, -0.878



Below is a molecular structure, CH18Ni3O12 in a non-equilibrium geometry, with properties calculated with the ωB97M-V functional and the def2-TZVPD basis.

The geometry in XYZ format:
```
34
CH18Ni3O12 the ωB97M-V functional and the def2-TZVPD basis
Ni -17.623 23.490 16.189
Ni -21.331 19.839 16.535
Ni -19.314 19.047 13.100
C -18.993 20.939 14.834
O -19.976 20.045 14.926
O -18.201 20.596 13.905
O -18.805 21.965 15.543
O -20.970 17.835 13.173
H -21.858 18.004 12.818
H -20.927 16.877 13.301
O -15.538 19.742 14.916
H -16.295 19.954 14.365
H -14.761 20.005 14.408
O -21.037 17.863 16.728
H -20.225 17.427 17.028
H -21.736 17.185 16.801
O -18.599 23.178 12.607
H -18.518 22.410 13.187
H -18.313 22.881 11.733
O -18.013 23.111 18.115
H -17.722 23.478 18.972
H -18.703 22.473 18.325
O -18.379 17.421 14.115
H -18.122 17.586 15.032
H -18.714 16.512 14.110
O -20.620 20.334 11.955
H -20.531 20.493 10.999
H -20.898 21.187 12.319
O -21.954 21.786 16.280
H -21.250 22.335 15.900
H -22.710 22.383 16.430
O -16.837 23.832 14.360
H -17.335 23.934 13.516
H -15.905 23.712 14.111
```

The multiplicity is 7. For the HOMO-LUMO gap (alpha / beta), the calculation gives 7.7 / 5.0 eV. For the total energy, the calculation gives -5475.1506 Eh. The largest force on an atom is 2.69 eV Å⁻¹. For the HOMO energy (alpha / beta), the calculation gives -21.6 / -21.6 eV. The calculation puts the energy above the lowest of the compared OMol25 structures with the same formula, charge and spin at 0.00 kJ/mol. Its LUMO energy (alpha / beta) is -13.890 / -16.641 eV. Its expectation value of S² is 12.008. As for the net charge: +4.

Atom charges from the natural (NBO) analysis, given in e for atoms 1 to 8: 1.740, 1.700, 1.650, 0.996, -0.937, -0.807, -0.885, -1.008



Below is 7 unconnected molecules or ions with the total composition CH18O7 in a non-equilibrium geometry, with properties calculated with the ωB97M-V functional and the def2-TZVPD basis.

The geometry in XYZ format:
```
26
CH18O7 the ωB97M-V functional and the def2-TZVPD basis
O -1.805 -0.249 -2.006
H -2.746 -0.147 -1.742
H -1.711 -1.167 -2.333
H -1.168 -0.115 -1.195
O -2.372 -0.875 2.335
H -2.155 -1.809 2.552
H -3.275 -0.922 1.941
H -1.744 -0.555 1.574
O 0.803 -2.571 -0.312
H 0.253 -3.175 -0.853
H 1.178 -3.110 0.424
H 0.239 -1.770 0.014
C 0.130 1.051 0.460
O -0.530 -0.223 0.410
H 0.851 1.086 -0.360
H -0.575 1.875 0.338
H 0.656 1.113 1.407
O 3.452 -0.313 -1.335
H 3.825 -1.189 -1.495
H 2.626 -0.307 -1.827
O 0.938 2.709 -2.855
H 0.136 2.227 -3.076
H 1.659 2.132 -3.137
O 0.075 2.013 3.791
H 0.620 2.747 4.104
H 0.640 1.541 3.177
```

The multiplicity is 1. For the HOMO-LUMO gap, the calculation gives 7.9 eV. For the total energy, the calculation gives -574.7807 Eh. The largest force on an atom is 3.03 eV Å⁻¹. For the HOMO energy, the calculation gives -16.4 eV. The calculation puts the energy above the lowest of the compared OMol25 structures with the same formula, charge and spin at 47.02 kJ/mol. Its LUMO energy is -8.494 eV. As for the net charge: +2.

Atom charges from the natural (NBO) analysis, given in e for atoms 1 to 8: -0.780, 0.564, 0.546, 0.568, -0.760, 0.552, 0.551, 0.570



Below is a molecular structure, CH19B4NO2Tl in a non-equilibrium geometry, with properties calculated with the ωB97M-V functional and the def2-TZVPD basis.

The geometry in XYZ format:
```
28
CH19B4NO2Tl the ωB97M-V functional and the def2-TZVPD basis
Tl -19.377 17.476 10.148
B -18.703 19.021 11.659
H -19.117 19.352 10.719
H -19.489 18.465 12.146
H -17.896 18.315 11.545
H -18.358 19.826 12.289
B -20.217 17.064 8.023
H -20.767 16.516 8.773
H -20.242 18.137 8.130
H -19.201 16.796 8.268
H -20.486 16.743 7.028
B -18.703 15.262 9.353
H -19.717 15.280 8.984
H -18.156 16.135 9.032
H -18.587 15.173 10.422
H -18.296 14.400 8.847
B -21.202 16.554 11.214
H -21.833 16.142 11.987
H -20.392 17.100 11.671
H -20.696 15.787 10.649
H -21.805 17.205 10.601
C -15.629 16.883 9.881
N -16.575 16.492 10.941
O -17.750 16.752 10.756
O -16.001 16.315 12.045
H -14.752 16.262 10.066
H -15.515 17.964 9.956
H -16.159 16.401 9.059
```

The multiplicity is 1. For the HOMO-LUMO gap, the calculation gives 6.7 eV. For the total energy, the calculation gives -525.8369 Eh. The largest force on an atom is 10.79 eV Å⁻¹. For the HOMO energy, the calculation gives -4.7 eV. The calculation puts the energy above the lowest of the compared OMol25 structures with the same formula, charge and spin at 124.13 kJ/mol. Its LUMO energy is 1.951 eV. As for the net charge: -1.

Atom charges from the Mulliken analysis, given in e for atoms 1 to 8: 0.169, 0.539, -0.096, -0.146, -0.203, -0.182, 0.265, 0.014



Below is a molecular structure, CH22O10 in a non-equilibrium geometry, with properties calculated with the ωB97M-V functional and the def2-TZVPD basis.

The geometry in XYZ format:
```
33
CH22O10 the ωB97M-V functional and the def2-TZVPD basis
O 17.140 34.207 16.766
H 16.542 33.599 17.206
H 17.024 34.243 15.814
H 16.900 35.087 17.066
C 16.015 31.956 17.419
O 15.480 33.227 17.733
H 15.545 31.358 16.638
H 17.045 32.017 17.067
H 15.936 31.381 18.341
O 14.251 34.804 18.505
H 14.514 35.506 17.910
H 14.777 34.051 18.234
O 17.856 32.182 19.642
H 17.175 32.190 18.969
H 17.390 31.982 20.453
O 15.235 32.686 20.117
H 14.343 32.899 20.390
H 15.193 32.658 19.161
O 14.244 29.354 18.310
H 14.932 29.677 17.727
H 14.347 29.868 19.110
O 15.984 31.185 14.771
H 15.714 31.387 13.874
H 15.608 31.891 15.298
O 15.225 29.541 16.290
H 15.804 28.847 15.975
H 15.639 30.352 15.996
O 13.130 32.795 18.389
H 12.564 32.370 17.745
H 14.018 32.649 18.061
O 14.470 34.116 15.843
H 14.901 33.517 16.452
H 13.960 33.547 15.267
```

The multiplicity is 1. For the HOMO-LUMO gap, the calculation gives 8.4 eV. For the total energy, the calculation gives -803.3619 Eh. The largest force on an atom is 7.72 eV Å⁻¹. For the HOMO energy, the calculation gives -9.2 eV. The calculation puts the energy above the lowest of the compared OMol25 structures with the same formula, charge and spin at 822.50 kJ/mol. Its LUMO energy is -0.813 eV.

Atom charges from the natural (NBO) analysis, given in e for atoms 1 to 8: -0.752, 0.503, 0.537, 0.542, -0.338, -0.862, 0.146, 0.186



Below is a molecular structure, CH23LiO11 in a non-equilibrium geometry, with properties calculated with the ωB97M-V functional and the def2-TZVPD basis.

The geometry in XYZ format:
```
36
CH23LiO11 the ωB97M-V functional and the def2-TZVPD basis
Li 1.014 -0.852 -1.640
C -0.244 0.012 0.268
O -0.749 -0.564 -0.894
H 0.004 0.967 -0.207
H 0.597 -0.474 0.647
H -1.096 0.001 1.014
O -3.078 -0.867 1.863
H -3.551 -0.873 0.952
H -2.249 -0.535 1.713
O 1.605 4.014 -0.297
H 2.072 3.436 0.259
H 0.887 3.512 -0.586
O 1.257 -2.045 2.890
H 1.499 -1.224 2.526
H 0.487 -2.615 2.591
O -2.677 -1.641 -2.303
H -3.465 -0.940 -2.193
H -1.760 -1.472 -1.630
O 2.883 1.847 0.622
H 2.845 1.074 1.227
H 3.805 2.102 0.680
O -2.766 1.248 -0.614
H -1.874 0.739 -0.572
H -3.062 1.075 -1.452
O -0.686 -3.193 0.472
H -0.586 -2.467 -0.001
H -0.805 -3.808 -0.251
O 2.117 -2.470 -0.803
H 2.456 -3.138 -1.503
H 2.191 -3.104 -0.058
O -1.825 3.536 0.422
H -1.691 2.757 -0.117
H -1.677 3.385 1.367
O 2.528 0.520 -1.610
H 2.529 1.005 -0.577
H 3.078 1.064 -2.188
```

The multiplicity is 1. For the HOMO-LUMO gap, the calculation gives 8.6 eV. For the total energy, the calculation gives -886.9648 Eh. The largest force on an atom is 7.02 eV Å⁻¹. For the HOMO energy, the calculation gives -9.5 eV. The calculation puts the energy above the lowest of the compared OMol25 structures with the same formula, charge and spin at 158.06 kJ/mol. Its LUMO energy is -0.958 eV.

Atom charges from the natural (NBO) analysis, given in e for atoms 1 to 8: 0.933, -0.283, -1.037, 0.172, 0.131, 0.152, -0.924, 0.487



Below is 12 unconnected molecules or ions with the total composition CH23O14 in a non-equilibrium geometry, with properties calculated with the ωB97M-V functional and the def2-TZVPD basis.

The geometry in XYZ format:
```
38
CH23O14 the ωB97M-V functional and the def2-TZVPD basis
C 0.382 -1.026 -0.260
O -0.160 -1.347 0.828
O 0.861 -2.035 -1.060
O 0.343 0.137 -0.633
H 0.808 -2.829 -0.635
O -1.210 -1.726 3.274
H -0.944 -1.882 2.334
H -2.097 -2.091 3.280
O -2.580 0.228 0.160
H -1.667 0.031 0.325
H -2.699 0.351 -0.809
O 0.968 1.863 1.650
H 0.756 1.074 1.087
H 0.109 2.262 1.625
O 2.917 0.474 -1.649
H 2.081 0.241 -1.211
H 3.537 0.248 -0.968
O -1.604 1.070 2.903
H -1.369 0.173 3.114
H -1.169 1.625 3.494
O -3.462 -2.321 0.466
H -3.282 -2.562 1.363
H -3.103 -1.429 0.303
O -0.448 0.252 -3.263
H 0.215 0.909 -3.463
H -0.130 -0.038 -2.376
O 2.077 -1.037 -4.031
H 1.201 -1.329 -3.835
H 2.339 -0.508 -3.281
O 1.803 2.844 -0.782
H 1.437 2.547 0.038
H 1.963 2.062 -1.258
O -1.217 2.456 -1.425
H -1.057 2.686 -2.353
H -0.484 1.924 -1.264
O 1.758 -0.762 2.702
H 1.988 -1.313 3.445
H 1.139 -1.222 2.163
```

The multiplicity is 1. For the HOMO-LUMO gap, the calculation gives 10.1 eV. For the total energy, the calculation gives -1105.3940 Eh. The largest force on an atom is 5.03 eV Å⁻¹. For the HOMO energy, the calculation gives -7.4 eV. The calculation puts the energy above the lowest of the compared OMol25 structures with the same formula, charge and spin at 158.91 kJ/mol. Its LUMO energy is 2.739 eV. As for the net charge: -1.

Atom charges from the natural (NBO) analysis, given in e for atoms 1 to 8: 0.989, -0.848, -0.710, -0.814, 0.490, -0.971, 0.512, 0.458